No. 1
Molecular formula: C8H10O5Pd
Method: DFT, ωB97M-V/def2-TZVPD

Last column: Mulliken charge in e.
Atoms and positions in Å:
Pd: -0.00080 0.00192 -0.00341  0.5118
O: 0.29648 -0.27805 2.08011  -0.2501
O: -0.49393 -2.97738 -0.15314  -0.0377
O: -1.18092 0.33123 -2.78417  -0.0239
O: -2.12921 1.82583 1.11816  -0.0419
O: 2.61606 1.15036 -0.97315  -0.0394
C: 1.04332 -1.47817 2.39817  -0.4665
C: 0.89751 0.97813 2.57910  -0.5430
C: 2.32379 -1.63810 1.60810  -1.0416
C: 0.12203 1.37183 3.79735  -1.2151
C: -0.30697 -1.86179 -0.08989  0.2883
C: -0.73171 0.20715 -1.74351  0.3713
C: 1.64110 0.71698 -0.59254  0.2047
C: -1.32888 1.14271 0.69582  0.4387
H: 0.17029 0.59309 4.55430  0.3162
H: 0.87321 1.74075 1.79945  0.3975
H: 3.02308 -0.81192 1.75726  0.3309
H: 2.16926 -1.77028 0.53341  0.2407
H: 1.22737 -1.36817 3.44950  0.4460
H: -0.91269 1.58747 3.55313  0.3119
H: 0.59361 2.27297 4.18113  0.4239
H: 1.94536 0.76675 2.79153  0.4810
H: 2.79449 -2.54459 1.98369  0.4248
H: 0.35440 -2.30058 2.27580  0.4716

Calculated values
- DFT total energy (Ha) = -814.0543
- multiplicity = 3
- frontier orbital gap (spin up / spin down) (eV) = 9.4103 / 5.5830
- energy above the lowest of the compared OMol25 structures with the same formula, charge and spin (kcal per mole) = 64.2
- HOMO level (spin up / spin down) (eV) = -17.8 / -19.2
- charge = +2

No. 2
Molecular formula: C8H10O6PTm
Method: DFT, ωB97M-V/def2-TZVPD

Last column: Mulliken charge in e.
Atoms and positions in Å:
Tm: 1.17991 0.33945 -1.21116  0.8403
P: -0.26876 -0.20220 1.93440  1.2248
O: 3.57704 -1.51293 -3.20059  -0.0519
O: 0.86011 -3.13396 -2.12774  -0.0878
O: -2.13527 -0.63352 -2.33195  -0.0870
O: 0.72328 -0.11373 0.74450  -0.4615
O: -0.68799 5.90698 -2.98649  -0.1387
O: 0.27830 -0.41877 -5.50194  -0.1250
C: 0.34066 -1.05911 -4.56157  0.1973
C: -1.70491 0.83000 1.65071  -1.1156
C: -1.07863 -0.22945 -2.08825  0.2128
C: 2.89119 -0.80702 -2.61159  0.1718
C: 0.61232 0.35975 3.37951  -1.2052
C: 0.82981 -2.02780 -1.81644  0.3408
C: -0.28004 4.92424 -2.58492  0.1464
C: -0.74432 -1.92126 2.07917  -1.0860
H: 1.69000 2.00875 -0.83987  -0.0648
H: -2.10799 0.67780 0.64844  0.2765
H: -1.64076 -2.07296 2.68791  0.4130
H: -0.92442 -2.32063 1.07514  0.2705
H: 0.80886 -0.48332 4.04380  0.3806
H: 1.56531 0.78349 3.04595  0.3837
H: -1.44140 1.88138 1.75838  0.3682
H: 0.04580 1.12553 3.91156  0.4010
H: 0.08599 -2.48040 2.52502  0.3802
H: -2.47410 0.57969 2.37802  0.4155

Calculated values
- DFT total energy (Ha) = -2188.2160
- multiplicity = 3
- frontier orbital gap (spin up / spin down) (eV) = 7.3734 / 7.3078
- energy above the lowest of the compared OMol25 structures with the same formula, charge and spin (kcal per mole) = 6.6
- HOMO level (spin up / spin down) (eV) = -16.6 / -16.6
- charge = +2

No. 3
Molecular formula: C8H10OSi
Method: DFT, ωB97M-V/def2-TZVPD

Last column: Mulliken charge in e.
Atoms and positions in Å:
Si: 0.60376 -0.31484 -1.62223  0.4155
O: -2.75709 -2.49396 -2.09988  -0.4536
C: 0.38291 1.59648 2.85662  -0.3645
C: 1.03962 -0.34623 1.34789  -0.2686
C: -1.95138 -1.60558 -2.24979  0.0082
C: 0.53516 0.33334 0.15646  0.3921
C: -0.06653 1.67281 0.36433  -0.3253
C: -0.42533 -1.88690 -1.94049  -0.5010
C: 0.96534 0.27082 2.68253  -0.4409
C: -0.13781 2.29692 1.68873  -0.4562
H: -0.30688 -2.68557 -1.15867  0.2967
H: 0.22051 0.78309 -2.51842  -0.1629
H: 2.01071 -0.65740 -1.91659  -0.1495
H: 0.33642 2.06407 3.86746  0.3329
H: 1.39311 -0.29727 3.54544  0.3035
H: -0.47497 2.24805 -0.50000  0.2263
H: 1.49318 -1.36311 1.24438  0.2776
H: -0.58112 3.32049 1.77606  0.3078
H: -0.01621 -2.34392 -2.89446  0.2714
H: -2.26341 -0.59129 -2.62939  0.2905

Calculated values
- DFT total energy (Ha) = -675.5163
- multiplicity = 1
- frontier orbital gap (eV) = 9.8972
- energy above the lowest of the compared OMol25 structures with the same formula, charge and spin (kcal per mole) = 0.0
- HOMO level (eV) = -9.3
- charge = 0

No. 4
Molecular formula: C8H10P2S
Method: DFT, ωB97M-V/def2-TZVPD

Last column: Mulliken charge in e.
Atoms and positions in Å:
S: -3.21503 -1.74099 -1.47019  -0.3816
P: -0.13721 -1.23089 -2.97923  -0.0146
P: -1.59173 -0.59053 -1.45684  0.4164
C: 0.09521 0.15206 0.69196  0.1201
C: 1.62339 1.59089 1.65946  -0.2721
C: 1.02244 -0.43169 2.86663  -0.3678
C: 0.14370 -0.71292 1.82267  -0.3773
C: 0.79194 1.30964 0.56750  -0.4846
C: 1.73755 0.76252 2.77444  -0.3264
C: -2.12365 1.09430 -2.11414  -0.9930
C: 0.84631 -2.25815 -2.08163  -0.4717
H: 0.82885 -0.92952 3.86934  0.2636
H: -3.13635 0.86647 -2.58619  0.3369
H: -0.64258 -1.40490 1.93958  0.4433
H: 2.18654 2.55243 1.52159  0.2530
H: 0.60444 2.00048 -0.25167  0.3637
H: 1.46527 -2.81966 -2.76609  0.2693
H: 2.35472 1.16911 3.58430  0.3239
H: -1.41194 1.33563 -3.00610  0.2870
H: -2.27314 1.94880 -1.45338  0.3051
H: 0.83127 -2.66309 -1.13199  0.3069

Calculated values
- DFT total energy (Ha) = -1391.5811
- multiplicity = 1
- frontier orbital gap (spin up / spin down) (eV) = 6.9781 / 7.3083
- energy above the lowest of the compared OMol25 structures with the same formula, charge and spin (kcal per mole) = 54.0
- HOMO level (spin up / spin down) (eV) = -8.3 / -8.0
- charge = 0

No. 5
Molecular formula: C8H10S
Method: DFT, ωB97M-V/def2-TZVPD

Last column: Mulliken charge in e.
Atoms and positions in Å:
S: 1.73306 0.01699 0.99320  -0.1891
C: 2.08519 2.60565 -1.46804  0.2175
C: -1.20050 0.81308 0.99436  -0.8566
C: 0.01859 -0.13615 -1.06478  -0.9512
C: 0.45973 0.93940 -0.08496  0.5904
C: 0.68231 -1.57035 0.94315  -0.8027
C: 1.29306 1.96522 -0.81759  -1.1527
C: -1.62207 -0.62106 0.59519  -0.7227
C: -0.47170 -1.27015 -0.11004  0.0602
H: -0.77443 1.00704 1.94078  0.3904
H: 0.43921 -2.06174 1.86058  0.4359
H: -1.80246 1.53091 0.54670  0.3991
H: -2.18115 -1.22279 1.31790  0.4372
H: 2.92679 3.08921 -1.86436  0.4719
H: 1.41125 -2.38602 0.57648  0.3525
H: -2.36155 -0.42883 -0.16475  0.3106
H: -0.60472 -2.22781 -0.59984  0.4090
H: -0.85567 0.29825 -1.70808  0.3019
H: 0.82507 -0.34085 -1.88591  0.2982

Calculated values
- DFT total energy (Ha) = -708.8556
- multiplicity = 1
- frontier orbital gap (eV) = 9.1519
- energy above the lowest of the compared OMol25 structures with the same formula, charge and spin (kcal per mole) = 108.1
- HOMO level (eV) = -8.3
- charge = 0

No. 6
Molecular formula: C8H10S
Method: DFT, ωB97M-V/def2-TZVPD

Last column: Mulliken charge in e.
Atoms and positions in Å:
S: -0.95085 0.74303 1.70856  -0.2306
C: 0.63332 -1.27850 0.91228  -0.4861
C: -0.59449 -0.61903 0.40105  0.9354
C: 1.89276 -0.82246 0.82410  -0.3282
C: -0.41203 0.82696 0.00756  0.2426
C: 2.55405 0.33586 0.22552  -0.2518
C: -1.71623 -1.42348 -0.11788  -1.2391
C: 1.81506 1.38697 -0.06716  -0.5094
C: -1.26157 1.51840 -1.06531  -1.1707
H: -1.31770 0.81810 -1.94116  0.2323
H: -2.72001 -0.80952 -0.03025  0.2962
H: -0.77688 2.54244 -1.27943  0.3172
H: -2.22220 1.87747 -0.83890  0.3635
H: 2.60647 -1.61775 0.96485  0.2687
H: 0.56788 -2.22524 1.41651  0.2951
H: -1.96926 -2.37379 0.50255  0.3370
H: 1.86659 2.33622 -0.53639  0.3616
H: 3.65218 0.51948 0.09797  0.2856
H: -1.64708 -1.73518 -1.18445  0.2807

Calculated values
- DFT total energy (Ha) = -708.8265
- multiplicity = 1
- frontier orbital gap (eV) = 8.2946
- energy above the lowest of the compared OMol25 structures with the same formula, charge and spin (kcal per mole) = 126.4
- HOMO level (eV) = -7.9
- charge = 0

No. 7
Molecular formula: C8H10Si
Method: DFT, ωB97M-V/def2-TZVPD

Last column: Mulliken charge in e.
Atoms and positions in Å:
Si: 2.20749 -0.13981 0.37824  0.3849
C: 2.15917 1.46433 -0.52053  -0.8009
C: 0.80390 -1.35080 -0.13467  -0.8093
C: -0.53224 0.73279 0.06102  0.2261
C: -1.62574 1.52750 0.18256  -1.0066
C: -2.90068 -0.50134 0.01054  -0.6220
C: -1.74459 -1.24936 -0.12192  -0.3989
C: -2.85431 0.86990 0.18670  -0.2587
C: -0.49405 -0.62481 -0.07470  0.6299
H: 3.46366 -0.86798 0.09540  -0.1956
H: -3.85808 -1.00107 -0.01296  0.3573
H: 2.18105 2.41205 -0.01292  0.3672
H: -3.76072 1.44119 0.31925  0.3577
H: 2.01764 1.52922 -1.58553  0.3801
H: -1.55866 2.59826 0.28510  0.4069
H: 0.97057 -1.73298 -1.14368  0.3473
H: 0.76608 -2.22491 0.51867  0.3801
H: 2.09610 0.09763 1.81988  -0.1325
H: -1.79360 -2.31924 -0.26230  0.3870

Calculated values
- DFT total energy (Ha) = -600.1898
- multiplicity = 1
- frontier orbital gap (spin up / spin down) (eV) = 8.6845 / 8.7152
- energy above the lowest of the compared OMol25 structures with the same formula, charge and spin (kcal per mole) = 64.2
- HOMO level (spin up / spin down) (eV) = -8.9 / -8.8
- charge = 0

No. 8
Molecular formula: C8H11BF8NO2S
Method: DFT, ωB97M-V/def2-TZVPD

Last column: Mulliken charge in e.
Atoms and positions in Å:
S: 1.35370 -2.15860 1.52968  -0.2625
F: -0.33555 -3.78042 0.26460  -0.1468
F: -0.06329 -0.76324 3.24935  -0.2145
F: -1.29047 -1.09986 0.01072  -0.1773
F: 0.61650 0.24385 1.46560  -0.1907
F: 1.59389 -4.52768 0.69982  -0.1973
F: 0.20334 -4.37788 2.27144  -0.1632
F: -1.95622 -2.08062 1.83974  -0.2346
F: -2.01043 0.02571 1.65729  -0.2610
O: 1.38308 -1.20083 -1.21178  -0.4224
O: 3.48065 -1.52036 -0.19488  -0.3010
N: 0.38733 1.94915 -0.38361  -0.6046
C: -2.45760 2.61457 -2.23302  -0.5386
C: -2.19142 2.01028 -0.84940  -0.2303
C: -1.31386 -1.05792 1.31801  0.6192
C: 4.16343 -1.33377 1.08071  -0.7283
C: 0.58882 -3.80252 1.17597  0.8560
C: -1.95022 4.04672 -2.36314  -1.1581
C: 0.09715 -0.87574 1.95542  0.7991
C: -0.73943 1.97573 -0.57712  0.4121
B: 2.13771 -1.54684 -0.14769  0.6974
H: 5.19401 -1.03447 0.84021  0.2564
H: 1.35703 -0.21952 -1.24882  0.3407
H: -0.86664 4.10208 -2.24255  0.3458
H: -1.98511 1.99766 -3.00113  0.3001
H: -3.53198 2.59715 -2.42401  0.3433
H: -2.58271 0.99514 -0.80046  0.1752
H: -2.68183 2.59961 -0.07254  0.3529
H: 4.23287 -2.29136 1.61831  0.3577
H: 3.73820 -0.52085 1.69166  0.3305
H: -2.41218 4.69600 -1.61634  0.2990
H: -2.18705 4.44457 -3.34976  0.3458

Calculated values
- DFT total energy (Ha) = -1738.4244
- multiplicity = 1
- frontier orbital gap (eV) = 9.6031
- HOMO level (eV) = -14.5
- charge = +1

No. 9
Molecular formula: C8H11BrO
Method: DFT, ωB97M-V/def2-TZVPD

Last column: Mulliken charge in e.
Atoms and positions in Å:
Br: -3.09060 0.16216 0.07277  -0.3622
O: -0.15646 -1.34254 0.99779  -0.2383
C: 0.15788 -1.75056 -1.10267  -0.3757
C: 1.13568 1.76630 1.16945  -1.1118
C: -0.32525 1.35441 0.93310  -0.5982
C: 0.53970 -2.91740 -0.35931  -0.6897
C: 0.25293 -2.59339 0.92984  -0.2436
C: -0.25009 -0.78693 -0.18469  0.1734
C: -0.48923 1.27637 -1.68671  -1.7694
C: -0.57466 0.61031 -0.32900  0.5893
H: 1.64422 2.27509 0.39981  0.3600
H: -0.67324 0.77800 1.80634  0.3901
H: 0.51549 1.51600 -1.94940  0.4339
H: -0.74980 0.70752 -2.43752  0.5815
H: -1.04976 2.23720 -1.63846  0.3362
H: -1.01305 2.09876 0.96610  0.6628
H: 1.89957 0.89161 1.35650  0.2461
H: 0.78122 -3.89164 -0.70684  0.4119
H: 0.16271 -3.03569 1.92227  0.4155
H: 0.98086 2.43371 1.99913  0.3386
H: 0.30190 -1.78930 -2.15851  0.4498

Calculated values
- DFT total energy (Ha) = -2960.6001
- multiplicity = 1
- frontier orbital gap (eV) = 7.3846
- energy above the lowest of the compared OMol25 structures with the same formula, charge and spin (kcal per mole) = 21.0
- HOMO level (eV) = -8.4
- charge = 0

No. 10
Molecular formula: C8H11CuNPS
Method: DFT, ωB97M-V/def2-TZVPD

Last column: Mulliken charge in e.
Atoms and positions in Å:
Cu: 0.04587 1.75666 0.80005  -0.2726
S: -1.06737 -0.86655 3.74139  -0.3032
P: -0.61690 3.47403 -0.25560  0.1771
N: 0.39999 0.28796 1.96123  -0.1038
C: -0.88575 0.03276 2.29684  -0.1217
C: 1.21162 -0.98595 -1.95014  -0.5548
C: 1.28412 -0.39942 2.81145  -0.4932
C: 0.70632 -2.31706 -1.78557  -0.6590
C: 0.66724 -1.07136 3.84244  -0.2173
C: -0.93393 -1.05132 -2.82622  -0.7381
C: 0.18092 -0.19180 -2.58423  -0.5501
C: -0.65374 -2.29872 -2.20378  -0.3597
H: -1.87485 3.94598 0.18180  0.0770
H: 1.14338 -1.61500 4.65110  0.3695
H: -1.34028 -3.13840 -2.15139  0.3779
H: 0.26339 0.85153 -2.86500  0.4964
H: 2.35436 -0.39660 2.63561  0.3359
H: 2.17976 -0.62429 -1.61664  0.3583
H: -0.84937 3.46914 -1.66297  0.1105
H: -1.86235 -0.76710 -3.31637  0.3581
H: 0.15805 4.65579 -0.10488  0.0852
H: 1.23584 -3.16118 -1.34733  0.3508
H: -1.74631 0.41090 1.74821  0.2766

Calculated values
- DFT total energy (Ha) = -2746.0863
- multiplicity = 2
- frontier orbital gap (spin up / spin down) (eV) = 3.8329 / 4.9828
- HOMO level (spin up / spin down) (eV) = -1.2 / -2.4
- charge = -1

No. 11
Molecular formula: C8H11EuNO7S
Method: DFT, ωB97M-V/def2-TZVPD

Last column: Mulliken charge in e.
Atoms and positions in Å:
Eu: -0.65309 -1.49013 3.40098  1.7012
S: 3.19887 -0.41543 0.39986  1.1862
O: -0.90766 -3.31377 1.80740  -0.3889
O: 2.48552 -1.55630 -0.62762  -0.3599
O: 3.96179 -0.89770 1.58897  -0.5024
O: 1.84686 0.58032 0.65920  -0.4286
O: 4.25060 0.43685 -0.35380  -0.5341
O: 1.27531 3.31462 -2.36268  -0.0019
O: -3.86564 0.70225 1.14819  -0.4939
N: 1.11852 -1.80549 1.21918  -0.3581
C: 1.25962 0.90959 -1.66303  -0.8446
C: 1.31333 2.51792 -1.38450  0.1645
C: 0.23253 -2.78487 1.49439  0.6253
C: -1.80938 -0.38676 0.31541  0.6756
C: 0.80096 0.11924 -0.29709  0.8192
C: -0.69137 0.70465 -0.07979  -1.0170
C: 1.05028 -1.48234 -0.28627  -0.0688
C: -3.31496 0.13617 -0.07699  -0.6395
H: 2.23538 0.50727 -2.10591  0.5860
H: 0.36186 -2.14821 -0.92834  0.5487
H: -3.96385 -0.74758 -0.41262  0.3268
H: -1.78419 -0.50636 1.47800  -0.6829
H: 0.44092 0.73155 -2.46417  0.5627
H: -0.61028 1.50025 0.76229  0.3212
H: -1.69430 -1.39918 -0.21260  0.2548
H: -1.09874 1.26535 -1.00683  0.4659
H: -3.51999 1.62918 1.16007  0.3225
H: 1.36271 2.91425 -0.29652  0.4239
H: -3.28158 0.96462 -0.87519  0.3359

Calculated values
- DFT total energy (Ha) = -1999.8098
- multiplicity = 7
- frontier orbital gap (spin up / spin down) (eV) = 7.0168 / 4.9538
- HOMO level (spin up / spin down) (eV) = -19.9 / -19.9
- charge = +3

No. 12
Molecular formula: C8H11F6NiO5
Method: DFT, ωB97M-V/def2-TZVPD

Last column: Mulliken charge in e.
Atoms and positions in Å:
Ni: 2.38396 -1.75177 4.35359  0.3851
F: 1.55718 -4.00787 -3.88077  -0.2323
F: 2.82368 -3.03281 -2.35754  -0.2303
F: -2.79802 5.62485 0.10769  -0.2275
F: -1.58324 4.98520 -1.59892  -0.2441
F: -0.74048 6.18476 -0.02524  -0.2459
F: 1.49214 -1.81316 -3.65955  -0.2169
O: -0.60309 -3.46121 -2.37918  -0.4976
O: 0.15638 3.56572 0.39557  -0.2719
O: 0.70373 -2.45220 -0.77958  -0.2902
O: -2.02069 3.23713 1.10757  -0.5125
O: 0.83118 -1.19811 3.33338  -0.6367
C: 0.03651 -2.98826 0.42152  -0.1931
C: 0.60508 2.36267 0.93249  -0.4749
C: 0.36670 1.13605 0.01310  -0.6080
C: 0.46398 -3.01971 -2.02312  0.3716
C: -1.17647 3.87291 0.46671  0.3367
C: -1.41265 -2.46962 0.52223  -0.8343
C: -1.58677 5.17602 -0.26556  0.8401
C: 1.63796 -2.95677 -3.01658  0.8176
H: 0.23817 2.09285 1.92279  0.3671
H: 0.44218 -0.66267 2.61470  0.2337
H: -1.96775 -2.82816 1.38909  0.3703
H: -2.03784 -2.54851 -0.36715  0.3268
H: 0.50271 0.19415 0.54454  -0.0651
H: -1.30538 -1.43200 0.83836  0.1155
H: 1.69022 2.40946 1.02406  0.3576
H: -0.54093 1.19419 -0.58766  0.3756
H: 1.13347 1.23486 -0.75528  0.3325
H: 0.62113 -2.57181 1.24183  0.2028
H: 0.08693 -4.07615 0.46690  0.3483

Calculated values
- DFT total energy (Ha) = -2795.0043
- multiplicity = 4
- frontier orbital gap (spin up / spin down) (eV) = 8.6766 / 8.8272
- HOMO level (spin up / spin down) (eV) = -8.5 / -10.9
- charge = 0

> Which of these has the lowest DFT total energy?

C8H11BrO

> Which value of DFT total energy does entry 9 give?

-2960.6001 Ha